The following is a DFT calculation (wB97M-V/def2-TZVPD) of a cluster of 6 separate species, C29H60F9N3O9 in total in a non-equilibrium geometry.

Geometry as ORCA input:
```
! wB97M-V def2-TZVPD RIJCOSX def2/J DEFGRID3
* xyz 0 1
C 7.234 17.694 18.585
C 7.774 17.428 17.166
C 7.478 18.653 16.230
C 8.341 18.970 15.036
C 9.820 19.037 15.478
C 10.324 17.740 16.253
N 9.380 17.504 17.338
O 9.863 17.743 18.493
C 11.769 17.972 16.687
C 10.388 16.457 15.375
C 7.503 16.023 16.574
H 7.699 18.564 19.010
H 7.418 16.822 19.271
H 6.096 17.837 18.618
H 7.372 19.535 16.901
H 6.480 18.494 15.872
H 8.069 19.895 14.575
H 8.288 18.152 14.307
H 10.091 19.930 16.042
H 10.515 19.033 14.619
H 12.298 17.047 17.022
H 11.964 18.783 17.338
H 12.182 18.276 15.708
H 10.715 15.643 16.008
H 11.152 16.718 14.582
H 9.419 16.136 14.931
H 7.652 16.021 15.457
H 6.516 15.806 16.778
H 8.057 15.247 17.027
C 10.873 16.890 8.869
C 9.779 16.726 10.027
C 8.673 15.758 9.587
O 9.249 14.513 9.195
C 8.454 13.400 8.898
N 10.385 16.237 11.211
H 11.597 17.151 11.770
H 9.680 16.235 11.936
H 10.685 15.262 11.144
H 11.754 17.404 9.321
H 10.456 17.463 8.060
H 11.087 15.896 8.495
H 9.247 17.650 10.306
H 8.151 16.264 8.784
H 7.937 15.659 10.380
H 7.725 13.642 8.043
H 7.882 13.017 9.759
H 9.082 12.607 8.470
C 13.489 12.416 14.606
C 12.877 13.625 13.921
C 13.481 13.854 12.541
O 13.646 12.684 11.833
C 14.293 12.963 10.640
N 11.418 13.577 13.904
H 10.932 14.507 13.946
H 10.998 12.972 13.229
H 10.228 11.118 15.117
H 13.647 11.652 13.887
H 12.745 12.177 15.410
H 14.397 12.717 15.053
H 13.141 14.502 14.456
H 14.467 14.362 12.687
H 13.006 14.650 11.912
H 15.382 13.061 10.826
H 13.912 13.810 10.143
H 14.280 12.118 9.950
C 6.402 16.391 12.780
O 6.223 15.276 11.853
O 7.564 16.525 13.273
C 5.947 17.571 11.901
F 6.868 17.982 11.006
F 4.767 17.481 11.214
F 5.870 18.620 12.744
C 6.915 14.080 12.330
C 5.998 13.394 13.401
H 6.231 13.669 14.412
H 4.949 13.624 13.210
H 6.090 12.303 13.397
H 7.921 14.117 12.679
H 6.984 13.464 11.459
H 5.564 16.330 13.458
C 13.220 18.408 11.938
O 12.596 19.263 10.966
O 12.389 17.436 12.463
C 14.519 17.827 11.382
F 14.377 17.061 10.318
F 15.333 18.841 10.994
F 15.086 17.187 12.401
C 11.431 20.006 11.391
C 11.325 21.300 10.611
H 12.129 21.989 10.815
H 11.229 21.084 9.583
H 10.437 21.766 11.067
H 11.732 20.264 12.460
H 10.514 19.431 11.444
H 13.482 19.039 12.854
C 9.960 9.483 14.259
O 9.925 10.073 12.999
O 10.635 10.225 15.164
C 8.429 9.450 14.580
F 7.726 8.671 13.744
F 8.216 9.016 15.883
F 7.935 10.708 14.515
C 11.250 10.026 12.386
C 11.221 10.435 10.923
H 10.708 11.460 10.713
H 12.230 10.633 10.588
H 10.657 9.717 10.352
H 11.502 8.950 12.439
H 12.013 10.567 12.983
H 10.406 8.529 14.174
*
```

**LUMO**: -3.45 eV
**HOMO**: -7.9 eV